Molecular formula: C25H19AsN4O5S2V
Method: DFT, the ωB97M-V functional and the def2-TZVPD basis

Last column: Löwdin spin population.
Element x y z (Å)
V  -0.5135  0.2765  0.1540  1.949
S  1.2942  -0.7054  1.4414  0.000
C  1.5044  0.4007  2.7744  0.006
C  2.4557  0.1080  3.7547  0.000
C  2.6869  0.9544  4.8282  0.000
C  3.6889  0.6147  5.7965  0.000
N  4.5021  0.3457  6.5643  0.000
C  1.9388  2.1380  4.9420  0.004
C  0.9883  2.4342  3.9773  -0.003
C  0.7530  1.5922  2.8874  0.008
S  -0.4273  2.0776  1.6935  -0.017
C  2.1528  3.0475  6.0303  0.001
N  2.3226  3.7923  6.8903  0.002
H  3.0278  -0.8066  3.6681  0.000
H  0.4128  3.3464  4.0635  0.000
O  -1.9855  1.1712  -1.0346  0.014
C  -2.2188  0.8834  -2.2036  0.016
C  -1.6894  -0.2198  -2.9667  0.002
C  -2.0519  -0.2751  -4.3127  0.002
C  -1.6098  -1.2988  -5.1128  0.001
C  -0.8146  -2.3301  -4.5834  0.003
C  -0.4608  -2.3090  -3.2677  -0.001
C  -0.8591  -1.2454  -2.3958  0.006
O  -0.4734  -1.2497  -1.1876  0.016
N  -1.9772  -1.3233  -6.5152  0.000
O  -1.5728  -2.2508  -7.1970  0.000
O  -2.6678  -0.4165  -6.9495  0.000
H  -2.9257  1.5239  -2.7542  0.000
H  -2.6819  0.4958  -4.7377  0.000
H  -0.4976  -3.1312  -5.2354  0.000
H  0.1415  -3.0976  -2.8363  0.000
C  3.0450  -0.5499  -1.6530  0.001
As  2.3437  1.1995  -1.2983  0.003
C  3.1384  1.9746  0.2675  0.001
C  2.8818  2.2970  -2.7821  0.000
O  0.6802  1.2320  -1.2829  0.013
H  4.1017  -0.4883  -1.9117  0.000
H  2.4749  -0.9667  -2.4825  0.000
H  2.8992  -1.1557  -0.7620  0.000
H  3.5102  1.1877  0.9185  0.000
H  2.3425  2.5144  0.7810  0.000
H  3.9372  2.6555  -0.0243  0.000
H  3.9670  2.3162  -2.8755  0.000
H  2.5057  3.3043  -2.6129  0.000
H  2.4350  1.8939  -3.6889  0.000
N  -6.1272  -3.5987  3.3226  0.001
C  -5.2589  -3.0028  2.8575  0.000
C  -4.1782  -2.2581  2.2737  0.003
C  -3.0298  -2.9159  1.8335  -0.001
C  -1.9990  -2.1845  1.2666  0.001
C  -2.0591  -0.7938  1.1133  -0.028
C  -3.2258  -0.1684  1.5704  0.000
C  -4.2734  -0.8735  2.1419  -0.002
H  -2.9572  -3.9914  1.9417  0.000
H  -1.1139  -2.7149  0.9327  0.000
H  -3.3178  0.9095  1.4884  0.000
H  -5.1646  -0.3652  2.4895  0.000

Output
E_HOMO (alpha / beta): -5.20 / -5.21 eV
M: 645.45 g mol⁻¹
Total charge: -1
Kohn-Sham gap (alpha / beta): 0.2487 / 0.2502 Eh
Energy relative to the best compared isomer or geometry (same formula, charge and spin): 0.00 kcal/mol
Spin multiplicity: 3
Strongest force on any atom: 0.19 eV Å⁻¹



Molecular formula: C24H23OSSc
Method: DFT, the ωB97M-V functional and the def2-TZVPD basis

Last column: Mulliken charge in e.
Element x y z (Å)
C  0.9232  1.8878  1.7793  -0.193
C  1.9952  0.9440  1.8045  -0.505
C  2.5564  0.8691  0.4868  -0.782
H  2.3529  0.4433  2.7098  0.487
C  1.8252  1.7743  -0.3454  0.069
C  0.8004  2.3823  0.4402  -0.738
H  0.1006  3.1454  0.0929  0.445
H  0.3721  2.2186  2.6593  0.327
H  3.4445  0.3136  0.1874  0.620
H  2.0978  2.0734  -1.3597  0.429
C  -1.0257  -1.8761  0.7914  -0.962
C  -1.1611  -1.0587  1.9540  -0.008
C  -1.7447  0.1906  1.5617  -0.396
H  -0.9603  -1.3336  2.9875  0.447
C  -2.0017  0.1337  0.1523  -0.727
C  -1.5793  -1.1465  -0.3260  -0.124
H  -1.7614  -1.5364  -1.3261  0.514
H  -0.6705  -2.9148  0.7853  0.442
H  -2.0225  1.0122  2.2297  0.559
H  -2.5151  0.8958  -0.4341  0.453
Sc  0.3396  0.0863  0.4197  0.370
O  1.1542  -0.6151  -2.2136  -0.226
C  2.3367  -1.4123  -2.2376  -0.218
C  2.1427  -0.5228  -3.4359  -0.174
H  3.0684  -1.0734  -1.5087  0.118
H  2.1539  -2.4824  -2.3548  0.251
H  2.7010  0.4223  -3.4390  0.365
H  2.9557  0.3225  -5.8462  0.310
C  2.3063  -0.5600  -5.9265  -0.456
C  1.7812  -1.1148  -4.7279  0.672
C  0.9890  -2.2871  -4.8234  -0.384
H  0.5703  -2.7306  -3.9203  0.268
C  0.7852  -2.9108  -6.0616  -0.569
H  0.2366  -3.8563  -6.0983  0.357
C  1.3139  -2.3566  -7.2389  -0.406
H  1.1742  -2.8721  -8.1940  0.364
C  2.0556  -1.1580  -7.1661  -0.507
H  2.4779  -0.7223  -8.0873  0.344
S  0.1354  0.3349  4.9003  -0.401
C  -1.3837  0.9592  5.1890  0.141
C  -1.6532  2.3660  5.1243  -0.542
C  -2.9088  2.8507  5.4798  -0.435
C  -3.9766  1.9657  5.7137  -0.471
C  -3.6941  0.6028  5.9155  -0.392
C  -2.4496  0.0854  5.5704  -0.441
H  -0.8576  3.0485  4.8178  0.319
H  -3.0653  3.9218  5.5870  0.363
H  -5.0040  2.3428  5.7821  0.361
H  -4.4399  -0.0636  6.3513  0.338
H  -2.2711  -0.9890  5.5982  0.328

Output
E_HOMO: -5.29 eV
M: 404.47 g mol⁻¹
Kohn-Sham gap: 0.1631 Eh
Strongest force on any atom: 2.70 eV Å⁻¹



Molecular formula: C3H13NO3
Method: DFT, the ωB97M-V functional and the def2-TZVPD basis

Last column: Mulliken charge in e.
Element x y z (Å)
C  -1.1231  0.0417  -1.5581  -0.337
N  -2.0845  -0.1623  -0.4483  -0.409
C  -1.6451  0.0727  0.8780  -0.314
O  -0.9432  -1.0559  1.4826  -0.545
C  0.2809  -0.5475  -1.3127  -1.033
H  -1.0527  1.0965  -1.8175  0.247
H  -1.5642  -0.4133  -2.4431  0.357
H  -2.4361  -1.1015  -0.5783  0.271
H  -2.5268  0.2057  1.4818  0.257
H  -0.9317  0.8887  0.9220  0.269
H  -0.7501  -1.6381  0.7402  0.329
H  0.9120  -0.3390  -2.1712  0.366
H  0.2468  -1.6408  -1.2392  0.294
H  0.5776  -0.2196  -0.3280  0.306
H  1.6678  -1.0734  1.7722  0.299
H  2.2394  0.3868  1.6625  0.300
O  2.2629  -0.4954  1.2882  -0.640
H  2.1552  1.7103  -1.4224  0.296
H  3.0641  1.8900  -0.2791  0.312
O  2.1379  2.0376  -0.5135  -0.627

Output
E_HOMO: -9.18 eV
M: 111.14 g mol⁻¹
SMILES: CCNCO.O.O
Kohn-Sham gap: 0.3628 Eh
Energy relative to the best compared isomer or geometry (same formula, charge and spin): 25.06 kcal/mol
Strongest force on any atom: 1.60 eV Å⁻¹



Molecular formula: C4H9NO
Method: DFT, the ωB97M-V functional and the def2-TZVPD basis

Last column: Mulliken charge in e.
Element x y z (Å)
C  -0.3975  -0.1585  -0.0827  1.044
C  2.0948  -0.0870  0.3241  -0.045
C  -1.2670  0.1194  -1.2800  -1.289
C  -0.8560  0.4725  1.1975  -1.422
N  0.4268  -1.1504  -0.0585  -0.563
O  2.4725  -0.0280  -0.8563  -0.574
H  0.5939  -1.6054  -0.9525  0.260
H  1.9052  0.8168  0.9270  0.234
H  2.4164  -0.9163  0.9741  0.244
H  -0.8447  -0.3148  -2.1843  0.364
H  -0.3732  0.0173  2.0577  0.359
H  -1.3877  1.1938  -1.4101  0.316
H  -2.2578  -0.3107  -1.1287  0.321
H  -0.5869  1.5295  1.1775  0.364
H  -1.9390  0.4220  1.2952  0.388

Output
E_HOMO: -8.87 eV
M: 87.12 g mol⁻¹
SMILES: CC(C)=N.C=O
Kohn-Sham gap: 0.3512 Eh
Energy relative to the best compared isomer or geometry (same formula, charge and spin): 66.95 kcal/mol
Strongest force on any atom: 3.53 eV Å⁻¹